Entry 1:
ORCA calculation (the ωB97M-V functional and the def2-TZVPD basis) on a structure of composition C40H30N5O6SZr.

Results
- HOMO energy: -11.1 eV
- Energy above the lowest of the compared OMol25 structures with the same formula, charge and spin: 6.5 kcal/mol
- Energy: -2712.69729 hartree
- Total charge: +1
- HOMO-LUMO gap: 7.773 eV

```
83
Properties=species:S:1:pos:R:3:mulliken_charge:R:1
Zr -0.0293 -0.1193 -0.3313 -1.05
S -1.5281 4.3444 -0.2233 -0.45
C -0.3431 4.2984 1.0347 0.85
C 0.0746 5.3463 1.8534 -0.76
C 1.0643 5.0875 2.7774 -0.75
C 1.6257 3.8086 2.8815 -1.15
C 1.2065 2.7720 2.0734 0.33
C 0.2016 3.0205 1.1366 -1.28
N -0.3474 2.1081 0.2259 1.44
C -1.2336 2.6890 -0.5621 0.98
C -1.9178 1.9689 -1.6416 0.92
C -2.8593 2.6259 -2.4366 -1.22
C -3.5112 1.9302 -3.4373 -1.03
C -3.2306 0.5814 -3.6232 -0.83
C -2.2936 -0.0623 -2.8225 -0.68
C -1.5999 0.6155 -1.8231 1.44
H -0.3592 6.3325 1.7608 0.46
H 1.4128 5.8793 3.4257 0.45
H 2.4038 3.6277 3.6112 0.46
H 1.6426 1.7892 2.1753 0.50
H -3.0966 3.6732 -2.2849 0.46
H -4.2392 2.4290 -4.0621 0.41
H -3.7491 0.0261 -4.3952 0.48
H -2.1235 -1.1202 -2.9894 0.68
C 4.2063 0.3062 1.2559 -2.30
C 3.1028 0.5552 0.2708 0.97
O 2.0602 -0.1457 0.4210 0.38
C 3.2284 1.5198 -0.7678 1.32
C 4.3968 2.3279 -0.8410 -1.26
C 4.5668 3.2382 -1.8410 -0.97
C 3.5633 3.3643 -2.8234 -0.45
C 2.4299 2.5994 -2.7974 -1.05
C 2.2221 1.6554 -1.7631 0.20
O 1.1303 0.9533 -1.7845 0.15
H 3.8885 -0.4518 1.9659 0.29
H 4.4571 1.2243 1.7893 0.47
H 5.1129 -0.0267 0.7493 0.54
H 5.1641 2.2225 -0.0869 0.41
H 5.4546 3.8518 -1.8865 0.44
H 3.6911 4.0862 -3.6208 0.44
H 1.6603 2.6944 -3.5512 0.53
N 1.0034 -1.7542 -1.8954 -0.42
C 0.3375 -2.9218 -2.4263 0.32
C -0.3071 -2.8337 -3.6509 -0.47
C -0.9985 -3.9320 -4.1426 -0.60
C -1.0409 -5.1127 -3.4167 -0.69
C -0.3756 -5.1968 -2.2015 -0.58
C 0.3168 -4.1035 -1.7016 -0.24
H 1.3104 -1.1493 -2.6522 0.41
H 1.8327 -2.0319 -1.3773 0.33
H -0.2641 -1.9142 -4.2228 0.42
H -1.4956 -3.8622 -5.1010 0.43
H -1.5769 -5.9711 -3.7980 0.42
H -0.3914 -6.1193 -1.6361 0.47
H 0.8248 -4.1662 -0.7485 0.31
N -0.9147 -0.2949 7.4586 -0.42
C -0.7376 -0.2493 6.3258 -0.37
C -0.5252 -0.1863 4.9013 0.60
C 0.4939 -0.9158 4.3034 -0.98
C 0.6514 -0.8151 2.9342 -0.66
N -0.1239 -0.0418 2.1720 1.39
C -1.1127 0.6446 2.7535 -0.37
C -1.3501 0.6069 4.1151 -1.15
H 1.1461 -1.5499 4.8858 0.56
H 1.4257 -1.3659 2.4187 0.50
H -1.7398 1.2352 2.1018 0.56
H -2.1593 1.1789 4.5442 0.58
O -2.0624 -0.8020 0.4461 -0.61
C -1.6213 -1.9789 0.5249 1.37
O -0.3522 -2.1535 0.4301 -0.88
C -2.5208 -3.1445 0.6409 0.29
C -3.8082 -3.0418 0.1256 -0.49
C -4.6470 -4.1454 0.1562 -0.69
C -4.1641 -5.3041 0.7308 -0.05
C -2.8961 -5.4283 1.2669 -0.69
C -2.0569 -4.3288 1.2039 -0.26
N -5.0592 -6.4965 0.7692 1.02
O -6.1355 -6.3975 0.2224 -0.60
O -4.6351 -7.4904 1.3168 -0.60
H -4.1428 -2.1068 -0.3028 0.57
H -5.6467 -4.1187 -0.2491 0.52
H -2.5906 -6.3656 1.7060 0.52
H -1.0451 -4.3876 1.5809 0.47
```

=====

Entry 2:
ORCA calculation (the ωB97M-V functional and the def2-TZVPD basis) on a structure of composition C40H31BrIrN3O2P2S3.

Results
- HOMO energy (alpha / beta): -7.9 / -7.9 eV
- Energy above the lowest of the compared OMol25 structures with the same formula, charge and spin: 67.3 kcal/mol
- Energy: -6413.22493 hartree
- HOMO-LUMO gap (alpha / beta): 6.269 / 6.346 eV

```
83
Properties=species:S:1:pos:R:3:mulliken_charge:R:1
Ir 0.2007 0.5126 -0.4292 1.76
S -0.1612 -0.8846 -2.6931 -0.68
P -0.3647 -2.2950 -1.3091 0.73
C -0.3600 -1.3267 0.1104 -0.64
P -0.2260 -1.6201 1.8133 1.29
S -0.2549 0.2049 2.5946 -0.74
C 1.3655 -2.3665 2.2790 0.19
C 1.5281 -2.9758 3.5217 -0.37
C 2.7717 -3.4697 3.8866 -0.76
C 3.8513 -3.3466 3.0220 -0.76
C 3.7000 -2.7000 1.8039 -0.74
C 2.4592 -2.2062 1.4332 0.64
C -1.4947 -2.6377 2.6308 0.82
C -2.6179 -1.9926 3.1414 -0.95
C -3.6042 -2.7192 3.7932 -0.73
C -3.4762 -4.0932 3.9368 -0.63
C -2.3558 -4.7399 3.4328 -0.72
C -1.3690 -4.0187 2.7796 -0.17
C 1.0167 -3.4828 -1.4056 0.47
C 1.9185 -3.4075 -2.4627 -0.34
C 3.0151 -4.2592 -2.5004 -0.75
C 3.2208 -5.1805 -1.4837 -0.61
C 2.3251 -5.2546 -0.4257 -0.70
C 1.2276 -4.4120 -0.3876 0.14
C -1.8348 -3.3161 -1.5691 0.38
C -2.2528 -4.2021 -0.5790 0.20
C -3.3188 -5.0532 -0.8172 -0.87
C -3.9735 -5.0171 -2.0418 -0.55
C -3.5933 -4.0961 -3.0061 -0.63
C -2.5225 -3.2433 -2.7752 -0.70
H 0.6877 -3.0537 4.1987 0.54
H 2.8977 -3.9497 4.8483 0.43
H 4.8143 -3.7521 3.3050 0.43
H 4.5485 -2.5854 1.1409 0.50
H 2.3191 -1.7038 0.4853 -0.20
H -2.7048 -0.9185 3.0418 0.31
H -4.4694 -2.2069 4.1927 0.41
H -4.2426 -4.6601 4.4491 0.40
H -2.2478 -5.8103 3.5537 0.44
H -0.4914 -4.5334 2.4061 0.26
H 1.7536 -2.6894 -3.2553 0.49
H 3.7110 -4.1944 -3.3268 0.43
H 4.0783 -5.8401 -1.5129 0.41
H 2.4873 -5.9613 0.3781 0.49
H 0.5308 -4.4705 0.4393 0.20
H -1.7508 -4.2211 0.3773 0.02
H -3.6409 -5.7359 -0.0412 0.46
H -4.7913 -5.6987 -2.2363 0.39
H -4.1354 -4.0309 -3.9403 0.41
H -2.2186 -2.5237 -3.5253 0.35
C 3.5356 0.0523 -1.2080 -0.79
O 2.7535 0.7045 -0.2088 -0.03
C 3.3015 1.8093 0.3828 0.01
C 4.6576 2.0813 0.3778 -0.59
C 5.1056 3.2426 0.9934 -0.34
Br 6.9718 3.5635 1.0366 -0.21
C 4.2431 4.1481 1.5622 -0.90
C 2.8723 3.8764 1.5657 0.44
C 2.4159 2.6897 1.0085 0.58
O 1.0639 2.3772 1.0099 -0.28
C 1.9716 4.8980 2.1233 0.21
N 2.4075 5.9685 2.7317 -0.74
C 1.2801 6.6969 3.0535 0.54
C 1.1615 7.9397 3.6778 -0.73
C -0.1073 8.4547 3.8437 -0.45
C -1.2477 7.7586 3.4090 -0.45
C -1.1494 6.5306 2.7874 -0.94
C 0.1335 6.0188 2.6119 0.56
N 0.6055 4.8675 2.0273 0.28
H 4.3059 -0.5702 -0.7472 0.27
H 3.9979 0.7814 -1.8743 0.60
H 2.8495 -0.5726 -1.7763 -0.07
H 5.3680 1.4097 -0.0794 0.55
H 4.5864 5.0737 1.9997 0.63
H 0.8240 1.8954 1.8306 0.01
H 2.0396 8.4784 4.0073 0.43
H -0.2330 9.4225 4.3116 0.37
H -2.2234 8.2014 3.5599 0.38
H -2.0254 5.9953 2.4448 0.41
H 0.0676 4.1646 1.5492 0.00
S 0.1146 2.4206 -1.8883 -0.28
C -0.8154 2.0134 -3.2212 0.30
N -1.4606 1.7971 -4.1558 -0.52
```

=====

Entry 3:
ORCA calculation (the ωB97M-V functional and the def2-TZVPD basis) on a structure of composition C40H31BrN6OS4Ti.

Results
- HOMO energy (alpha / beta): -7.0 / -7.0 eV
- Energy above the lowest of the compared OMol25 structures with the same formula, charge and spin: 0.0 kcal/mol
- Energy: -6963.04968 hartree
- HOMO-LUMO gap (alpha / beta): 6.304 / 6.303 eV

```
84
Properties=species:S:1:pos:R:3:mulliken_charge:R:1
Ti -0.9168 -1.5216 1.8789 -0.77
S 0.7055 -1.2218 3.4664 -0.61
C 0.3064 0.3479 2.8093 0.02
N 1.3094 1.0919 2.1926 0.50
C 0.9217 2.1809 1.3328 -0.44
C -0.1213 3.0162 2.0384 -0.89
N -1.2359 2.1693 2.4226 0.14
C -2.5522 2.7296 2.1831 -1.62
C -2.8834 2.9093 0.7176 0.58
C -3.4579 4.0937 0.2715 -0.43
C -3.7919 4.2619 -1.0657 -0.67
C -3.5459 3.2434 -1.9741 -0.73
C -2.9620 2.0617 -1.5363 -0.66
C -2.6326 1.8943 -0.1992 1.24
C -0.9994 0.8703 2.8152 0.77
S -2.3647 -0.1646 3.0960 -0.59
C 2.7226 0.7941 2.2821 -1.41
C 3.4727 1.8517 3.0601 0.46
C 4.4282 2.6527 2.4506 -0.31
C 5.0907 3.6405 3.1711 -0.65
C 4.7973 3.8332 4.5109 -0.40
C 3.8401 3.0356 5.1293 -0.74
C 3.1823 2.0539 4.4080 -0.24
H 0.5176 1.8137 0.3813 -0.20
H 1.8020 2.7915 1.1289 0.61
H -0.4963 3.7893 1.3652 0.50
H 0.3236 3.5031 2.9127 0.33
H -2.5987 3.7059 2.6749 0.35
H -3.2958 2.0973 2.6638 0.50
H -3.6466 4.8945 0.9783 0.36
H -4.2381 5.1906 -1.3974 0.38
H -3.8020 3.3712 -3.0180 0.41
H -2.7654 1.2634 -2.2431 0.43
H -2.1648 0.9763 0.1347 -0.41
H 3.1462 0.7115 1.2747 0.37
H 2.8409 -0.1778 2.7568 0.68
H 4.6595 2.5014 1.4016 0.39
H 5.8329 4.2587 2.6826 0.37
H 5.3107 4.6010 5.0751 0.38
H 3.6099 3.1806 6.1772 0.39
H 2.4313 1.4356 4.8880 0.41
Br 5.7226 1.6809 -4.1230 -0.18
C 4.5919 0.1811 -4.3558 0.10
C 4.5110 -0.7714 -3.3517 -0.62
C 3.6696 -1.8590 -3.5125 0.09
C 2.9256 -1.9898 -4.6785 0.06
C 3.0540 -1.0616 -5.7002 -0.31
C 3.8734 0.0442 -5.5319 -0.45
N 2.1215 -3.1575 -4.9267 -0.64
N 1.2249 -3.5001 -4.1486 -0.31
C 0.8344 -2.6806 -3.0391 -0.15
C 0.4661 -1.3690 -3.1708 -0.77
C -0.0080 -0.6201 -2.0753 -0.54
C -0.0827 -1.1938 -0.8302 -0.04
O -0.4751 -0.5774 0.2725 1.81
C 0.2404 -2.5743 -0.6953 0.56
N 0.0570 -3.0934 0.5519 -0.07
C 0.3200 -4.3669 0.7366 -0.40
C 0.7803 -5.2058 -0.2958 -1.07
C 0.9615 -4.6989 -1.5514 -0.73
C 0.6842 -3.3338 -1.7853 0.70
H 5.0971 -0.6608 -2.4500 0.44
H 3.5921 -2.6049 -2.7319 0.42
H 2.5034 -1.2044 -6.6210 0.44
H 3.9633 0.7858 -6.3132 0.42
H 0.5375 -0.8896 -4.1383 0.49
H -0.2813 0.4201 -2.2013 0.64
H 0.1490 -4.7532 1.7327 0.47
H 0.9726 -6.2465 -0.0772 0.40
H 1.2970 -5.3223 -2.3697 0.54
S -1.6659 -3.5467 3.3134 -0.47
C -2.9202 -3.3546 2.1729 0.52
N -2.7254 -2.4958 1.2042 0.49
C -3.8261 -2.3479 0.3782 -0.93
C -3.9175 -1.4956 -0.7167 0.54
C -5.0968 -1.4717 -1.4363 -1.00
C -6.1719 -2.2894 -1.0801 -0.54
C -6.0866 -3.1429 0.0062 -0.50
C -4.9048 -3.1623 0.7357 0.70
S -4.4953 -4.0971 2.1501 -0.29
H -3.0762 -0.8688 -0.9815 0.21
H -5.1903 -0.8080 -2.2860 0.42
H -7.0851 -2.2549 -1.6591 0.38
H -6.9213 -3.7736 0.2816 0.39
```

=====

Entry 4:
ORCA calculation (the ωB97M-V functional and the def2-TZVPD basis) on a structure of composition C40H31ClCrN9.

Results
- HOMO energy (alpha / beta): -11.0 / -11.0 eV
- Energy: -3539.91886 hartree
- Multiplicity: 4
- ⟨S²⟩: 3.80
- Total charge: +2
- HOMO-LUMO gap (alpha / beta): 4.811 / 4.677 eV

```
82
Properties=species:S:1:pos:R:3:lowdin_spin:R:1
Cr 10.6911 10.5356 9.8560 2.95
C 8.7609 12.3708 5.7380 0.00
C 9.2640 13.6781 5.6578 0.00
C 10.0968 14.1616 6.6638 0.00
C 10.3694 13.2915 7.6965 0.00
N 9.8995 12.0772 7.8290 0.02
C 9.0771 11.6123 6.8396 0.00
N 11.1180 13.8660 8.8305 0.00
C 10.5401 13.6193 10.1338 0.00
N 10.5929 12.3593 10.7402 -0.01
C 10.4075 12.5744 12.0478 0.01
N 10.3029 11.6206 13.0150 0.01
C 10.2293 10.3658 12.8489 0.00
C 10.1441 9.6171 14.1022 0.00
C 10.1721 8.2759 14.0724 0.00
C 10.1214 7.5611 12.8167 0.01
C 10.1422 8.2896 11.6958 0.00
N 10.1895 9.6812 11.6630 -0.04
C 10.3778 13.9484 12.3240 0.00
C 10.3351 14.7038 13.5337 0.00
C 10.3771 16.0951 13.4945 0.00
C 10.4542 16.7359 12.2628 0.00
C 10.4918 16.0516 11.0839 0.00
C 10.4744 14.6442 11.0937 0.00
H 8.0479 12.0122 5.0018 0.00
H 8.9372 14.3156 4.8597 0.00
H 10.4547 15.1968 6.6395 0.00
H 8.6678 10.6292 6.9590 0.00
H 10.2060 10.2357 14.9812 0.00
H 10.2102 7.7215 14.9785 0.00
H 10.0484 6.4837 12.7419 0.00
H 10.0818 7.7410 10.7611 0.00
H 10.3072 14.1936 14.5011 0.00
H 10.2849 16.5989 14.4443 0.00
H 10.4339 17.8376 12.2166 0.00
H 10.4625 16.5767 10.1036 0.00
C 12.6870 13.7512 8.7674 0.00
C 13.2386 12.4207 8.3004 0.00
C 14.5358 12.4475 7.8060 0.00
C 15.1853 11.2789 7.5121 0.00
C 14.4641 10.1057 7.5663 0.00
C 13.1459 10.1836 7.9750 0.00
N 12.5555 11.2842 8.3890 0.02
C 12.2988 8.9794 7.9745 0.01
C 12.6508 7.8070 7.2811 0.00
C 11.7313 6.7835 7.1594 0.01
C 10.4132 6.9736 7.6108 0.00
C 10.1729 8.1420 8.2945 0.01
N 11.1146 9.0116 8.5379 0.00
C 8.7918 8.5774 8.8223 0.00
C 7.7285 7.7429 8.6256 0.00
C 6.4821 8.2078 9.0168 0.00
C 6.4227 9.4481 9.6288 0.00
C 7.5515 10.2373 9.8089 0.00
C 7.4369 11.5291 10.5586 0.00
N 8.7421 9.7937 9.3479 -0.02
H 13.0702 14.5928 8.1602 0.00
H 12.9725 13.8963 9.8315 0.00
H 11.0223 14.8797 8.7170 0.00
H 15.0544 13.4163 7.7424 0.00
H 16.2607 11.2826 7.2652 0.00
H 14.9444 9.1599 7.3461 0.00
H 13.6242 7.7892 6.8332 0.00
H 12.0350 5.8869 6.6346 0.00
H 9.6566 6.2753 7.2761 0.00
H 7.8690 6.7902 8.1516 0.00
H 5.5537 7.6380 8.9016 0.00
H 5.5232 9.8851 10.0281 0.00
H 6.4014 11.8531 10.4589 0.00
H 8.1870 12.2840 10.2196 0.00
H 7.6527 11.3079 11.6253 0.00
Cl 15.1694 7.5313 12.6417 0.00
C 14.4583 9.0589 12.2977 0.00
C 15.0136 10.2080 12.8678 0.00
C 14.4498 11.4227 12.5773 0.00
C 13.3573 11.4761 11.7377 0.00
N 12.7931 10.3997 11.1996 -0.01
C 13.3381 9.1986 11.4912 0.00
H 15.9146 10.0883 13.5087 0.00
H 14.8127 12.3449 12.9717 0.00
H 12.8630 12.3965 11.5058 0.00
H 12.8578 8.3112 11.0752 0.00
```

=====

Entry 5:
ORCA calculation (the ωB97M-V functional and the def2-TZVPD basis) on a structure of composition C40H31F6N6O5S3TaTe.

Results
- HOMO energy (alpha / beta): -13.1 / -13.1 eV
- Energy above the lowest of the compared OMol25 structures with the same formula, charge and spin: 25.0 kcal/mol
- Energy: -4365.97255 hartree
- Total charge: +2
- HOMO-LUMO gap (alpha / beta): 5.972 / 5.979 eV

```
93
Properties=species:S:1:pos:R:3:mulliken_charge:R:1
Ta -0.3630 0.0788 0.6417 -0.66
C -1.8482 -1.9234 4.4439 -1.04
C -2.1022 -0.8834 5.3330 -0.48
C -1.7886 0.3962 4.9444 -0.88
C -1.2069 0.6388 3.6962 0.52
N -1.0773 -0.3626 2.7775 0.45
C -1.3710 -1.6196 3.1960 0.38
N -0.7154 1.9277 3.5443 -0.59
C 0.3471 2.0581 2.8490 -0.13
N 0.8479 1.0561 2.0212 0.37
C 2.1904 1.3156 1.7664 0.02
N 3.0199 0.4439 1.3351 -0.55
C 2.6303 -0.8807 1.2545 0.02
C 3.6636 -1.8106 1.4152 -0.65
C 3.3967 -3.1546 1.4837 -0.38
C 2.0763 -3.5824 1.3573 -1.14
C 1.1049 -2.6420 1.1502 0.03
N 1.3457 -1.3061 1.0933 0.65
C 2.4613 2.6946 2.1933 0.63
C 3.6013 3.4671 2.0951 -0.62
C 3.5505 4.7465 2.6397 -0.71
C 2.4084 5.2116 3.2880 -0.67
C 1.2751 4.4145 3.4187 -0.73
C 1.3185 3.1602 2.8454 0.67
H -2.0526 -2.9538 4.6949 0.50
H -2.5203 -1.0762 6.3117 0.51
H -1.9207 1.2495 5.5929 0.61
H -1.2423 -2.4074 2.4734 0.06
H 4.6632 -1.4145 1.5147 0.60
H 4.1973 -3.8664 1.6290 0.53
H 1.8078 -4.6278 1.4015 0.51
H 0.0749 -2.9415 1.0124 0.40
H 4.4937 3.0927 1.6125 0.58
H 4.4166 5.3903 2.5689 0.45
H 2.4092 6.2082 3.7083 0.47
H 0.3964 4.7618 3.9447 0.60
F -1.8271 4.4956 0.9029 -0.13
C -2.4264 4.0471 -0.1767 0.44
F -3.7089 4.3279 -0.1534 -0.18
F -1.8642 4.5198 -1.2805 -0.15
S -2.3147 2.1518 -0.2461 1.20
O -1.8772 1.6741 1.0930 -0.60
O -3.5535 1.7134 -0.7684 -0.60
N -1.0567 1.6119 -1.1209 -0.45
S 0.3849 2.3287 -1.0862 0.64
O 0.4779 3.4778 -0.2518 -0.47
O 1.2352 1.1780 -0.7695 -0.16
C 0.7660 2.8411 -2.8499 0.59
F -0.3659 3.1633 -3.4428 -0.15
F 1.3425 1.8262 -3.4688 -0.17
F 1.5724 3.8768 -2.7967 -0.19
Te -2.5872 -1.4849 0.1358 0.30
C -4.3001 -0.8788 1.1992 0.50
C -5.4831 -1.0437 0.4818 -0.79
C -6.6870 -0.6369 1.0360 -0.69
C -6.7137 -0.0637 2.2989 -0.71
C -5.5342 0.0975 3.0101 -0.75
C -4.3246 -0.3125 2.4667 -0.23
H -5.4736 -1.4796 -0.5099 0.37
H -7.6033 -0.7674 0.4764 0.43
H -7.6536 0.2547 2.7292 0.41
H -5.5512 0.5427 3.9964 0.46
H -3.4229 -0.1791 3.0426 0.91
O -0.0642 -0.9537 -1.1484 1.16
S 0.3661 -2.2514 -1.8856 0.29
C 1.8630 -1.7041 -2.7546 -0.48
C 3.0800 -2.5035 -2.3700 0.70
C 4.2635 -1.8325 -2.0857 -0.25
C 5.4205 -2.5456 -1.8037 -0.73
C 5.3952 -3.9320 -1.7854 -0.58
C 4.2127 -4.6076 -2.0606 -0.80
C 3.0614 -3.8953 -2.3586 -0.34
C -0.8112 -2.4155 -3.2600 -1.32
C -0.9400 -1.2283 -4.1642 0.52
C -0.2496 -1.1884 -5.3735 -0.24
C -0.3976 -0.1059 -6.2275 -0.89
C -1.2472 0.9354 -5.8833 -0.55
C -1.9483 0.8937 -4.6856 -0.76
C -1.7938 -0.1813 -3.8255 0.03
H 1.9599 -0.6571 -2.4642 -0.24
H 1.6486 -1.7312 -3.8230 0.69
H 4.2871 -0.7486 -2.1022 0.46
H 6.3431 -2.0165 -1.6049 0.47
H 6.2985 -4.4882 -1.5726 0.44
H 4.1936 -5.6893 -2.0657 0.45
H 2.1533 -4.4379 -2.6037 0.38
H -1.7490 -2.6918 -2.7768 0.60
H -0.4255 -3.2980 -3.7803 0.59
H 0.3763 -2.0228 -5.6709 0.55
H 0.1311 -0.0877 -7.1708 0.45
H -1.3787 1.7702 -6.5589 0.46
H -2.6306 1.6939 -4.4279 0.51
H -2.3562 -0.2200 -2.9013 0.26
```